1.
Entry from the Open Molecules 2025 dataset: an isolated ion of composition C8H16N3 and charge +1 at a distorted geometry (ωB97M-V with the def2-TZVPD basis set).

Summary:
**ΔE to the lowest compared entry with this formula, charge and spin**: 207.80 kJ/mol
**SMILES string**: CC(C)/C(N)=C(N)/C=C\C=[NH2+]
**Energy**: -13017.274 eV
**Orbital gap**: 8.800 eV
**Charge**: +1

Element x y z (Å)
C: 0.5417 2.1444 1.7180
C: -0.6035 2.1059 0.7665
C: 1.6007 1.3964 1.5585
C: -1.1458 1.0886 0.1555
C: -0.4437 -0.2046 0.3045
C: -0.0189 -0.4723 -2.3485
C: 0.9143 -2.2325 -0.5423
C: -0.2301 -1.1044 -0.9427
N: -2.3012 1.0069 -0.6559
N: -0.5860 -0.7736 1.4822
N: 1.5950 0.2719 0.6076
H: 0.4634 2.9476 2.3900
H: -1.1260 3.0258 0.7538
H: 2.4844 1.4191 2.1326
H: 0.6314 0.3741 -2.2341
H: -0.9549 -0.1061 -2.7302
H: 0.2891 -1.2059 -3.0193
H: 0.6289 -2.9134 -1.3266
H: 0.7991 -2.7736 0.4470
H: 1.9780 -2.1066 -0.6664
H: -1.2619 -1.5962 -1.0616
H: -2.8163 1.8960 -0.6902
H: -2.8344 0.1816 -0.7629
H: -0.3020 -1.7377 1.6527
H: -1.0857 -0.2735 2.2298
H: 2.0290 0.2512 -0.2657
H: 1.7554 -0.6092 1.0477

***

2.
Entry from the Open Molecules 2025 dataset: an isolated ion of composition C8H16N3O2 and charge +1 at a distorted geometry (ωB97M-V with the def2-TZVPD basis set).

Summary:
**ΔE to the lowest compared entry with this formula, charge and spin**: 582.28 kJ/mol
**SMILES string**: CCCOC1=C(OC)C=NCN1[NH3+]
**Energy**: -17108.345 eV
**Orbital gap**: 8.334 eV
**Charge**: +1

Element x y z (Å)
C: 1.8648 1.6908 0.3257
C: 0.4956 1.4962 0.2531
C: 0.1668 0.6172 -0.7153
C: 2.6814 0.5199 -1.5656
C: -2.1845 -2.5379 1.6391
C: -0.0764 2.7247 2.3238
C: -1.4792 -2.0978 0.3529
C: -1.8639 -0.6066 -0.0864
N: 2.7926 1.4388 -0.4937
N: 1.4499 -0.2295 -1.4971
N: 0.9755 -0.6876 -2.7351
O: -0.4480 1.9859 1.0790
O: -0.9726 -0.0560 -1.1087
H: 2.2095 2.2877 1.1274
H: 2.8009 1.1674 -2.4674
H: 3.5371 -0.2346 -1.5234
H: -1.6458 -2.4563 2.5984
H: -3.1568 -2.0908 1.8301
H: -2.3930 -3.5421 1.5889
H: 0.1551 1.7205 2.7796
H: -1.0283 3.2375 2.6716
H: 0.8022 3.3340 2.3571
H: -1.8382 -2.7559 -0.4604
H: -0.4284 -2.1602 0.4476
H: -2.8350 -0.5701 -0.5553
H: -2.0048 0.0412 0.8609
H: 0.0680 -1.1370 -2.6699
H: 1.6710 -1.3165 -3.1078
H: 0.6846 0.2171 -3.2491

***

3.
Entry from the Open Molecules 2025 dataset: one molecule with the formula C8H16N3P at a distorted geometry (ωB97M-V with the def2-TZVPD basis set).

Summary:
**ΔE to the lowest compared entry with this formula, charge and spin**: 119.59 kJ/mol
**SMILES string**: [H]/N=C/P(C#N)N(C(C)C)C(C)C
**Energy**: -22312.192 eV
**Orbital gap**: 9.623 eV
**Charge**: 0

Element x y z (Å)
C: -1.1285 -0.1222 2.8334
C: 0.9096 1.5603 2.3380
C: -0.3534 1.9864 -1.2762
C: -2.0636 0.2102 -1.4827
C: 1.9439 -1.0301 -0.4492
C: -0.1199 -2.3682 -0.5496
C: -0.6021 0.5175 -1.2407
C: 0.5509 -1.2363 0.1903
N: -1.4477 -0.4986 3.8719
N: 1.9808 1.6166 1.6944
N: -0.2525 0.0526 0.1142
P: -0.6770 0.9527 1.4769
H: 0.6035 1.9944 3.2712
H: -1.1600 2.5658 -0.7898
H: 0.5304 2.1286 -0.6432
H: -0.0604 2.1679 -2.2963
H: -2.6564 0.1855 -0.4839
H: -2.1279 -0.8879 -1.7272
H: -2.6841 0.7201 -2.2497
H: 2.6778 -1.1359 0.3562
H: 1.9777 -1.8507 -1.2332
H: 1.7597 -0.0640 -0.8493
H: 0.4057 -3.3035 -0.4954
H: -0.2155 -2.1008 -1.5899
H: -1.1842 -2.6012 -0.2587
H: -0.0482 -0.1799 -1.9617
H: 0.6699 -1.4191 1.2548
H: 2.7717 2.1398 2.1754

***

4.
Entry from the Open Molecules 2025 dataset: an isolated ion of composition C8H16N3Si and charge +1 at a distorted geometry (ωB97M-V with the def2-TZVPD basis set).

Summary:
**ΔE to the lowest compared entry with this formula, charge and spin**: 166.18 kJ/mol
**Energy**: -20894.822 eV
**Orbital gap (alpha / beta)**: 7.383 / 7.426 eV
**Charge**: +1

Element x y z (Å)
C: -3.4307 0.9242 0.6141
C: -3.7513 0.6957 -0.6655
C: -1.8589 -0.4358 -0.2343
C: 0.6487 0.3779 -1.2429
C: 0.8058 -1.0898 1.3314
C: -0.8920 -1.3732 -0.4628
C: 3.3958 -0.5279 -0.4364
C: 2.1130 2.0262 0.8129
N: -2.3052 0.2095 0.9136
N: -2.8446 -0.2435 -1.1412
N: -0.0514 -1.8800 0.5070
Si: 1.8165 0.2418 0.1692
H: -3.9407 1.5191 1.2335
H: -4.5311 1.0524 -1.2851
H: 0.7290 -0.3892 -1.9707
H: -0.0860 1.1769 -1.4863
H: 0.1952 -0.7508 2.1565
H: 1.5879 -1.7176 1.8187
H: -1.1157 -2.0299 -1.2655
H: 4.2930 -0.3246 0.2072
H: 3.3684 -1.6157 -0.7840
H: 3.7502 0.1651 -1.3360
H: 1.3111 2.6820 0.5298
H: 2.3962 2.0164 1.8207
H: 2.8917 2.4048 0.1885
H: -2.9461 -0.6732 -2.1029
H: 0.4425 -2.7051 0.2364
H: -1.9911 0.2642 1.8740

***

5.
Entry from the Open Molecules 2025 dataset: a 2-piece molecular cluster, C8H16NO overall at a distorted geometry (ωB97M-V with the def2-TZVPD basis set).

Summary:
**ΔE to the lowest compared entry with this formula, charge and spin**: 536.83 kJ/mol
**Energy**: -12081.324 eV
**Orbital gap (alpha / beta)**: 7.883 / 7.884 eV
**Charge**: +1

Element x y z (Å)
C: -1.7465 1.4843 0.9607
C: 2.1875 -0.8846 1.1570
C: -1.3044 0.4166 0.3648
C: 1.0824 -0.4190 1.5971
C: 0.4838 -0.0911 2.8769
C: -1.2071 -1.3576 -2.1562
C: -0.0547 -1.0299 -1.0389
C: 0.5845 1.2732 -0.9720
N: -0.1072 0.1777 -0.3080
O: -0.0630 1.7325 -2.1571
H: -2.6613 1.2696 1.4710
H: -1.1822 2.3848 0.8285
H: 2.7102 -0.9788 0.1685
H: 2.9392 -1.2645 1.8214
H: -2.0417 -0.4423 0.3224
H: -0.5866 -0.2156 2.7377
H: 0.6357 0.9660 3.0243
H: 1.0454 -0.7457 3.4908
H: -0.7540 -2.3330 -2.5733
H: -2.1555 -1.5767 -1.5878
H: -1.3072 -0.5154 -2.8683
H: 1.0124 -1.0278 -1.4432
H: -0.3062 -1.9251 -0.4205
H: 1.5946 1.0200 -1.2525
H: 0.6063 2.1845 -0.3767
H: 0.0901 1.0990 -2.8882

***

6.
Entry from the Open Molecules 2025 dataset: a 2-piece molecular cluster, C8H16NP overall at a distorted geometry (ωB97M-V with the def2-TZVPD basis set).

Summary:
**ΔE to the lowest compared entry with this formula, charge and spin**: 259.02 kJ/mol
**Energy**: -19330.066 eV
**Orbital gap**: 8.525 eV
**Charge**: 0

Element x y z (Å)
C: -1.5772 -0.8874 0.9660
C: -1.3388 3.4502 1.4198
C: 0.1971 -2.9339 -2.2693
C: 0.8296 -2.4411 0.3331
C: -0.6227 2.6028 0.3287
C: 0.2994 1.5503 0.8562
C: 0.9470 0.7714 -0.3175
C: 0.7202 -1.9396 -1.1785
N: -2.1264 -1.1702 1.9276
P: -0.2209 -0.3027 -1.2912
H: -2.0164 4.1483 0.8163
H: -1.8613 2.7576 2.1278
H: -0.5985 4.0785 1.9795
H: -0.6160 -3.5169 -1.8706
H: -0.0554 -2.3499 -3.2426
H: 0.9800 -3.5393 -2.5420
H: -0.0245 -2.1344 0.8907
H: 1.8079 -2.3260 0.8291
H: 0.8341 -3.5015 0.4526
H: -0.0494 3.0818 -0.5246
H: -1.3830 1.9902 -0.1734
H: 1.0399 1.9528 1.5739
H: -0.3185 0.7867 1.2401
H: 1.5069 1.3965 -1.0047
H: 1.9294 0.2474 0.0610
H: 1.7177 -1.7717 -1.3881

***

7.
Entry from the Open Molecules 2025 dataset: one molecule with the formula C8H16O at a distorted geometry (ωB97M-V with the def2-TZVPD basis set).

Summary:
**ΔE to the lowest compared entry with this formula, charge and spin**: 337.46 kJ/mol
**Energy**: -10599.494 eV
**Orbital gap (alpha / beta)**: 7.775 / 7.775 eV
**Charge**: 0

Element x y z (Å)
C: 0.0677 0.8831 0.0270
C: -0.0724 -0.4335 0.6159
C: 1.4805 1.4574 0.0171
C: -0.9474 1.9469 0.4436
C: -1.4375 -0.9112 0.9724
C: 1.0662 -1.1942 1.2108
C: 0.0734 -1.5666 -1.5684
C: -0.3395 0.2622 -1.5323
O: -1.4657 0.4468 -2.0170
H: 0.5844 0.5159 -2.0736
H: 2.1885 0.7883 -0.4750
H: 1.4878 2.3974 -0.5364
H: -0.8000 2.2414 1.4857
H: -0.8287 2.8309 -0.1846
H: -1.9684 1.6041 0.2985
H: 1.8516 1.6572 1.0252
H: -1.4498 -1.9868 1.1512
H: -2.1287 -0.6692 0.1573
H: -1.7693 -0.4088 1.8869
H: 2.0230 -0.9909 0.7374
H: 0.8894 -2.2697 1.1782
H: 1.1544 -0.8909 2.2619
H: 1.1240 -1.8207 -1.4343
H: -0.1927 -1.6524 -2.6193
H: -0.5908 -2.2368 -1.0284

***

8.
Entry from the Open Molecules 2025 dataset: C8H16O10Sr as an isolated structure at a distorted geometry (ωB97M-V with the def2-TZVPD basis set).

Summary:
**ΔE to the lowest compared entry with this formula, charge and spin**: 82.26 kJ/mol
**Energy**: -29872.568 eV
**Orbital gap**: 5.992 eV
**Charge**: -2

Element x y z (Å)
Sr: 0.5107 0.7000 0.4368
C: -1.0447 -3.2714 2.2389
C: 0.2987 -3.0368 1.5215
O: 0.6320 -1.9574 1.0489
O: 1.1420 -3.9741 1.4900
H: -1.6748 -2.4037 2.0438
H: -0.7998 -3.4654 3.2832
H: -1.4069 -4.2571 1.9469
C: -3.7053 -0.3694 0.4025
C: -2.8961 0.7808 1.0525
O: -3.3913 1.9397 0.9508
O: -1.7788 0.4733 1.5097
H: -4.0075 -0.1642 -0.6245
H: -4.5484 -0.5374 1.0726
H: -3.1082 -1.2813 0.4059
C: -1.1498 0.2233 -3.7788
C: -0.5285 0.3639 -2.3629
O: -0.1396 -0.6669 -1.7749
O: -0.4726 1.4710 -1.8234
H: -1.3015 1.0977 -4.4116
H: -2.0328 -0.4086 -3.6833
H: -0.5115 -0.2909 -4.4973
C: 4.4155 1.0998 -1.5652
C: 3.2153 0.8568 -0.6921
O: 2.6612 -0.2552 -0.5892
O: 2.8221 1.8418 -0.0177
H: 5.3675 1.0244 -1.0396
H: 4.4662 2.0778 -2.0438
H: 4.3008 0.3643 -2.3614
O: -0.1721 3.0885 0.7695
H: -0.6661 3.2617 1.5709
H: -0.1836 3.9203 0.2960
O: 1.6019 0.6905 2.8407
H: 2.2748 0.0302 2.6750
H: 1.8112 1.0337 3.7094

***

Number 2 is which compound?
C8H16N3O2

***

energy of number 8 (C8H16O10Sr)?
-29872.568 eV

***

The lowest ΔE to the lowest compared entry with this formula, charge and spin belongs to which entry?
C8H16O10Sr

***

Which formula does entry 6 have?
C8H16NP